Here is a cluster of 3 separate species, C8H19NO in total in a non-equilibrium geometry from the Open Molecules 2025 dataset. Energies are from ωB97M-V/def2-TZVPD.

The geometry in XYZ format:
```
29
Properties=species:S:1:pos:R:3:lowdin_charge:R:1
C 1.04 -1.10 0.31 -0.401
C 0.85 2.01 -0.80 -0.196
C 0.82 -2.59 0.62 -0.063
C 2.41 -0.64 0.83 -0.065
O 1.15 2.36 0.37 -0.141
H 0.74 1.33 1.55 0.077
H 1.03 -0.99 -0.78 0.113
H 1.39 1.19 -1.31 0.084
H 0.40 2.76 -1.46 0.084
H 1.63 -3.19 0.19 0.080
H 2.47 -0.77 1.91 0.086
H -0.12 -2.95 0.20 0.074
H 0.81 -2.77 1.70 0.086
H 2.60 0.41 0.61 0.063
H 3.19 -1.24 0.38 0.083
C -1.16 0.85 -1.01 -0.327
C -1.53 -0.46 -1.69 -0.144
C -2.25 1.45 -0.14 -0.144
C -0.13 -0.32 0.85 -0.159
N 0.04 0.59 1.81 0.124
H -1.02 1.54 -1.85 0.068
H -0.81 0.98 2.19 0.106
H -1.07 -0.84 0.88 0.110
H -1.91 -1.21 -0.99 0.059
H -2.31 -0.32 -2.45 0.072
H -0.67 -0.89 -2.21 0.065
H -2.65 0.73 0.58 0.064
H -1.86 2.30 0.43 0.068
H -3.10 1.81 -0.72 0.074
```

* ΔE to the lowest compared entry with this formula, charge and spin: 423.47 kJ/mol
* HOMO-LUMO gap: 0.29503 Eh
* E_HOMO: -7.22 eV
* LUMO level: 0.0296 hartree

---

Here is a structure of composition C8H19NO in a non-equilibrium geometry from the Open Molecules 2025 dataset. Energies are from ωB97M-V/def2-TZVPD.

The geometry in XYZ format:
```
29
Properties=species:S:1:pos:R:3:lowdin_charge:R:1
C 0.52 0.11 0.34 -0.460
C -1.49 0.20 0.16 -0.443
C 0.55 -0.56 -0.95 -0.066
C 0.89 -0.65 1.58 -0.015
C -2.12 0.43 -1.22 -0.094
C -1.79 1.42 1.03 -0.091
C -2.09 -1.06 0.78 -0.089
C 3.33 0.08 -0.97 -0.206
N 2.24 -0.73 -1.45 -0.101
O 1.02 1.40 0.37 0.012
H 1.26 1.65 -0.53 0.101
H 2.52 -1.71 -1.36 0.063
H 0.26 0.02 -1.82 0.096
H 0.23 -1.59 -0.95 0.115
H 0.37 -0.25 2.45 0.083
H 1.96 -0.57 1.78 0.082
H 0.64 -1.71 1.49 0.088
H -1.36 1.34 2.03 0.076
H -1.82 -1.96 0.22 0.076
H -2.05 -0.45 -1.86 0.078
H -3.19 0.64 -1.13 0.088
H -1.66 1.28 -1.73 0.082
H -2.87 1.57 1.16 0.083
H -1.41 2.34 0.58 0.078
H -1.77 -1.19 1.82 0.073
H -3.19 -1.01 0.80 0.085
H 3.61 -0.09 0.09 0.065
H 3.15 1.15 -1.14 0.065
H 4.25 -0.11 -1.54 0.073
```

* ΔE to the lowest compared entry with this formula, charge and spin: 346.07 kJ/mol
* HOMO-LUMO gap: 0.31117 Eh
* E_HOMO: -7.74 eV
* LUMO level: 0.0266 hartree

---

Here is a structure of composition C8H19NO3P in a non-equilibrium geometry from the Open Molecules 2025 dataset. Energies are from ωB97M-V/def2-TZVPD.

The geometry in XYZ format:
```
32
Properties=species:S:1:pos:R:3:lowdin_charge:R:1
C -1.32 1.03 -1.90 -0.116
C -0.46 -0.15 -1.47 -0.151
C 0.63 1.80 -1.02 -0.538
C 1.36 2.40 -2.22 0.033
C 1.17 2.31 0.31 0.042
C 1.11 -2.59 0.33 -0.139
C -1.21 -3.11 2.07 -0.152
C -1.37 -0.85 0.17 -0.192
N -1.66 0.37 0.94 0.123
O 0.24 -0.76 2.25 -0.339
O -0.78 2.05 -1.07 -0.078
O 0.73 0.36 -1.10 -0.019
P -0.21 -1.80 1.28 0.637
H -1.17 1.24 -2.96 0.142
H -2.39 0.93 -1.71 0.142
H -0.39 -1.02 -2.10 0.146
H 0.96 2.03 -3.16 0.091
H 2.41 2.12 -2.16 0.103
H 1.28 3.48 -2.19 0.106
H 0.60 3.17 0.62 0.104
H 2.21 2.60 0.21 0.098
H 1.11 1.53 1.07 0.080
H 1.73 -1.82 -0.13 0.052
H 1.72 -3.15 1.04 0.069
H 0.71 -3.26 -0.42 0.064
H -0.56 -3.61 2.79 0.063
H -2.03 -2.66 2.62 0.058
H -1.59 -3.82 1.35 0.058
H -2.25 -1.37 -0.19 0.106
H -1.46 1.24 0.38 0.125
H -2.60 0.43 1.33 0.171
H -0.94 0.30 1.73 0.109
```

* ΔE to the lowest compared entry with this formula, charge and spin: 0.00 kJ/mol
* HOMO-LUMO gap: 0.38831 Eh
* E_HOMO: -13.24 eV
* LUMO level: -0.0984 hartree
* net charge: +1

---

Here is a structure of composition C8H19NO4PrS3 in a non-equilibrium geometry from the Open Molecules 2025 dataset. Energies are from ωB97M-V/def2-TZVPD.

The geometry in XYZ format:
```
36
Properties=species:S:1:pos:R:3:lowdin_charge:R:1
Pr 0.84 -0.70 0.19 0.862
S 1.97 1.64 -1.12 0.849
S -1.54 -2.32 0.54 0.850
C 2.47 2.67 0.31 -0.295
C 0.42 2.44 -1.70 -0.402
C -0.90 2.07 -1.02 -0.238
N -1.14 0.61 -0.98 -0.173
C -2.46 0.27 -0.39 -0.237
C -2.73 -1.23 -0.35 -0.404
H 0.39 2.17 -2.76 0.085
H 0.59 3.52 -1.62 0.100
H -1.72 2.53 -1.60 0.138
H -0.93 2.47 0.00 0.139
H -3.24 0.74 -1.02 0.139
H -2.53 0.70 0.62 0.137
H -2.72 -1.64 -1.37 0.085
H -3.70 -1.43 0.10 0.099
C -1.96 -2.03 2.31 -0.294
H -1.18 0.30 -1.97 0.134
H -2.17 -0.98 2.56 0.064
H -1.09 -2.36 2.89 0.054
H -2.83 -2.66 2.50 0.055
H 3.12 2.05 0.94 0.052
H 1.64 3.03 0.92 0.067
H 3.03 3.50 -0.13 0.054
C 1.89 -2.31 -1.51 -0.107
C 0.96 -1.75 -2.33 -0.088
H 1.70 -3.22 -0.92 0.114
H 2.90 -1.88 -1.38 0.113
H -0.02 -2.20 -2.50 0.094
H 1.18 -0.89 -2.97 0.092
O 1.47 -1.50 3.87 -0.282
S 1.99 -0.62 2.84 0.385
O 3.09 0.28 3.15 -0.285
O 2.40 -1.50 1.60 -0.473
O 0.80 0.22 2.27 -0.486
```

* HOMO-LUMO gap (alpha / beta): 0.27854 / 0.28112 Eh
* E_HOMO (alpha / beta): -12.30 / -12.31 eV
* spin multiplicity: 3
* LUMO level (alpha / beta): -0.1735 / -0.1711 hartree
* net charge: +1
* ⟨S²⟩: 2.00